DFT (ωB97M-V/def2-TZVPD) results for a molecular structure, C17H30Cl2N3O3Ti.

CARTESIAN COORDINATES (ANGSTROEM)
O  2.747  1.217  -3.823
C  2.841  1.343  -5.039
C  3.119  2.625  -5.770
C  3.498  3.751  -5.029
H  3.672  3.650  -3.963
C  3.630  4.982  -5.666
H  3.871  5.857  -5.084
C  3.431  5.102  -7.049
H  3.501  6.075  -7.538
C  3.144  3.949  -7.799
H  3.008  4.035  -8.874
C  3.015  2.714  -7.165
H  2.824  1.815  -7.757
H  2.741  0.453  -5.705
C  -2.136  0.784  -2.208
C  -1.817  -0.151  -1.125
H  -3.213  0.924  -2.356
H  -1.714  0.469  -3.167
H  -1.713  1.765  -1.988
C  -2.671  -0.995  -0.529
C  -4.171  -1.091  -0.732
H  -2.333  -1.691  0.235
H  -4.529  -0.455  -1.554
H  -4.739  -0.807  0.175
H  -4.475  -2.127  -0.946
Ti  0.185  0.126  -0.168
Cl  -0.038  2.381  0.091
Cl  1.230  0.027  -2.092
C  -1.624  0.556  2.287
O  -0.698  -0.129  1.757
N  -2.233  0.241  3.420
C  -1.835  -0.895  4.254
C  -3.371  1.019  3.909
H  -1.966  1.485  1.781
H  -1.001  -1.418  3.788
H  -2.687  -1.571  4.382
H  -1.550  -0.538  5.250
H  -3.589  1.816  3.189
H  -3.152  1.467  4.885
H  -4.256  0.383  4.022
H  0.393  -5.378  0.861
H  2.751  -5.420  -0.209
C  0.077  -4.741  0.024
C  2.343  -4.765  -0.991
N  1.223  -3.984  -0.476
H  -0.710  -4.059  0.345
C  1.288  -2.663  -0.491
O  0.408  -1.910  0.042
H  3.127  -4.078  -1.329
H  2.166  -2.215  -0.980
H  -0.294  -5.403  -0.769
H  2.024  -5.393  -1.834
N  2.004  0.256  1.050
H  2.358  -0.668  1.333
H  1.788  0.790  1.903
H  2.759  0.745  0.546

Values from the calculation:
- energy (eV) = -76890.749
- E_LUMO (spin up / spin down) (eV) = 1.7 / 1.6
- Kohn-Sham gap (spin up / spin down) (eV) = 1.62 / 5.47
- spin multiplicity = 3
- total charge = -1

So, what does the Löwdin scheme give us? The charges, in e, come out as: atom 1 (O): -0.2429, atom 2 (C): -0.3540, atom 3 (C): -0.2558, atom 4 (C): -0.0873, atom 5 (H): 0.0903, atom 6 (C): -0.1470, atom 7 (H): 0.0732, atom 8 (C): -0.1812, atom 9 (H): 0.0631, atom 10 (C): -0.1595, atom 11 (H): 0.0729, atom 12 (C): -0.1129, atom 13 (H): 0.0876, atom 14 (H): 0.0797, atom 15 (C): -0.1889, atom 16 (C): -0.3656, atom 17 (H): 0.0477, atom 18 (H): 0.0708, atom 19 (H): 0.0260, atom 20 (C): -0.2634, atom 21 (C): -0.1391, atom 22 (H): 0.0515, atom 23 (H): 0.0494, atom 24 (H): 0.0519, atom 25 (H): 0.0517, atom 26 (Ti): 0.2663, atom 27 (Cl): 0.0261, atom 28 (Cl): 0.2819, atom 29 (C): -0.2662, atom 30 (O): -0.1696, atom 31 (N): -0.1662, atom 32 (C): -0.0228, atom 33 (C): -0.0379, atom 34 (H): 0.1176, atom 35 (H): 0.0879, atom 36 (H): 0.0916, atom 37 (H): 0.0904, atom 38 (H): 0.0952, atom 39 (H): 0.0891, atom 40 (H): 0.0911, atom 41 (H): 0.0901, atom 42 (H): 0.0896, atom 43 (C): -0.0176, atom 44 (C): -0.0430, atom 45 (N): -0.1728, atom 46 (H): 0.0883, atom 47 (C): -0.2740, atom 48 (O): -0.1785, atom 49 (H): 0.0936, atom 50 (H): 0.1088, atom 51 (H): 0.0949, atom 52 (H): 0.0941, atom 53 (N): -0.0407, atom 54 (H): 0.0563, atom 55 (H): 0.0500, atom 56 (H): 0.0682



DFT (ωB97M-V/def2-TZVPD) results for a molecular structure, C32H37ClGdN2Si2.

CARTESIAN COORDINATES (ANGSTROEM)
C  -1.533  -0.988  0.784
C  -2.338  -0.604  -0.332
C  -2.274  -1.654  -1.303
H  -2.990  0.271  -0.375
C  -1.384  -2.660  -0.805
C  -0.953  -2.255  0.497
H  -0.415  -2.873  1.222
H  -1.469  -0.473  1.744
H  -2.894  -1.725  -2.202
H  -1.187  -3.633  -1.260
Gd  0.080  -0.530  -1.680
Si  -0.514  -0.585  -6.336
C  -0.221  0.904  -7.482
C  0.995  1.060  -8.165
H  1.811  0.349  -8.002
C  1.200  2.140  -9.034
H  2.169  2.254  -9.522
C  0.191  3.083  -9.227
H  0.355  3.933  -9.896
C  -1.017  2.937  -8.537
H  -1.805  3.677  -8.670
C  -1.218  1.864  -7.661
H  -2.157  1.768  -7.112
C  0.184  -1.908  -7.514
C  -0.224  -1.850  -8.865
H  -1.002  -1.143  -9.164
C  0.398  -2.620  -9.854
H  0.076  -2.531  -10.892
C  1.442  -3.488  -9.515
H  1.952  -4.066  -10.290
C  1.810  -3.606  -8.173
H  2.616  -4.287  -7.893
C  1.157  -2.855  -7.184
H  1.458  -2.986  -6.144
H  -1.974  -0.795  -6.267
Si  2.357  1.807  -5.470
C  1.692  0.130  -4.980
C  0.225  -0.125  -4.698
H  -0.331  0.759  -4.353
C  -0.151  -1.396  -4.069
H  -1.208  -1.600  -3.883
C  0.858  -2.268  -3.626
H  0.587  -3.194  -3.095
C  2.206  -2.022  -3.939
H  2.984  -2.710  -3.605
C  2.584  -0.889  -4.658
H  3.644  -0.722  -4.874
C  1.098  3.123  -5.054
C  0.237  3.001  -3.942
H  0.523  2.303  -3.153
C  -0.931  3.755  -3.824
H  -1.638  3.532  -3.021
C  -1.151  4.801  -4.717
H  -2.050  5.416  -4.624
C  -0.192  5.071  -5.701
H  -0.327  5.932  -6.354
C  0.928  4.258  -5.873
H  1.660  4.490  -6.649
H  3.579  2.085  -4.825
Cl  2.215  0.895  -2.052
N  1.772  -1.283  0.022
C  2.397  -0.422  1.097
C  1.453  0.575  1.724
C  1.079  1.768  0.852
N  -0.050  1.496  -0.091
H  2.510  -1.524  -0.647
H  1.498  -2.186  0.434
H  2.764  -1.091  1.882
H  3.253  0.088  0.647
H  0.561  0.072  2.112
H  1.972  0.991  2.600
H  0.794  2.608  1.500
H  1.933  2.073  0.237
H  -0.937  1.570  0.419
H  -0.102  2.273  -0.761

Values from the calculation:
- energy (eV) = -85870.064
- E_LUMO (spin up / spin down) (eV) = -3.7 / -5.8
- Kohn-Sham gap (spin up / spin down) (eV) = 6.15 / 3.73
- spin multiplicity = 8
- total charge = +1
- relative energy (zero: lowest compared OMol25 entry of this formula, charge and spin) (eV) = 1.735

So, what does the Löwdin scheme give us? The charges, in e, come out as: atom 1 (C): -0.1801, atom 2 (C): -0.2164, atom 3 (C): -0.2469, atom 4 (H): 0.1072, atom 5 (C): -0.2160, atom 6 (C): -0.1788, atom 7 (H): 0.1133, atom 8 (H): 0.1047, atom 9 (H): 0.1079, atom 10 (H): 0.1058, atom 11 (Gd): 1.3992, atom 12 (Si): 0.7628, atom 13 (C): -0.3052, atom 14 (C): -0.1530, atom 15 (H): 0.0970, atom 16 (C): -0.0816, atom 17 (H): 0.1104, atom 18 (C): -0.0788, atom 19 (H): 0.1114, atom 20 (C): -0.0795, atom 21 (H): 0.1078, atom 22 (C): -0.0951, atom 23 (H): 0.1027, atom 24 (C): -0.2570, atom 25 (C): -0.0991, atom 26 (H): 0.1103, atom 27 (C): -0.0700, atom 28 (H): 0.1091, atom 29 (C): -0.0770, atom 30 (H): 0.1092, atom 31 (C): -0.0768, atom 32 (H): 0.1053, atom 33 (C): -0.0915, atom 34 (H): 0.0771, atom 35 (H): 0.0399, atom 36 (Si): 0.9085, atom 37 (C): -0.3749, atom 38 (C): -0.4051, atom 39 (H): 0.0955, atom 40 (C): -0.3082, atom 41 (H): 0.0954, atom 42 (C): -0.1866, atom 43 (H): 0.1233, atom 44 (C): -0.1172, atom 45 (H): 0.1216, atom 46 (C): -0.1525, atom 47 (H): 0.1232, atom 48 (C): -0.3120, atom 49 (C): -0.1535, atom 50 (H): 0.0000, atom 51 (C): -0.0813, atom 52 (H): 0.1033, atom 53 (C): -0.0718, atom 54 (H): 0.1108, atom 55 (C): -0.0776, atom 56 (H): 0.1110, atom 57 (C): -0.0993, atom 58 (H): 0.1069, atom 59 (H): -0.0426, atom 60 (Cl): 0.1604, atom 61 (N): -0.1093, atom 62 (C): -0.2247, atom 63 (C): -0.1916, atom 64 (C): -0.2556, atom 65 (N): -0.1084, atom 66 (H): 0.0611, atom 67 (H): 0.0770, atom 68 (H): 0.1215, atom 69 (H): 0.1071, atom 70 (H): 0.0965, atom 71 (H): 0.1268, atom 72 (H): 0.1215, atom 73 (H): 0.0689, atom 74 (H): 0.0824, atom 75 (H): 0.0713